Record 1
C3H10N2O2 | ωB97M-V with the def2-TZVPD basis set

Properties
**Frontier orbital gap (alpha / beta)**: 7.57 / 8.06 eV
**DFT total energy**: -380.10714 hartree
**ΔE to the lowest compared entry with this formula, charge and spin**: 602.6 kJ/mol
**Total charge**: 0

Structure (XYZ):
```
17
Properties=species:S:1:pos:R:3:lowdin_charge:R:1
C 1.599 -1.159 -0.084 -0.117
C -0.405 -0.432 1.011 -0.601
O 0.223 -0.931 2.168 0.003
O -1.793 -0.637 1.030 0.013
N 0.211 -0.769 -0.177 0.041
H -0.248 -0.571 2.928 0.101
H -1.961 -1.556 0.780 0.097
H 2.200 -0.490 0.538 0.086
H 2.018 -1.206 -1.087 0.079
H 1.638 -2.149 0.386 0.094
C -0.876 1.464 -1.550 -0.182
N 0.257 1.136 -0.708 -0.070
H 0.925 1.916 -0.717 0.085
H -0.239 0.761 0.836 0.163
H -0.559 1.569 -2.594 0.062
H -1.378 2.393 -1.247 0.081
H -1.613 0.662 -1.514 0.064
```

Record 2
C3H10N2O2 | ωB97M-V with the def2-TZVPD basis set

Properties
**Frontier orbital gap**: 8.96 eV
**DFT total energy**: -380.11963 hartree
**SMILES**: C=NC.NOCO
**ΔE to the lowest compared entry with this formula, charge and spin**: 569.8 kJ/mol
**Total charge**: 0

Structure (XYZ):
```
17
Properties=species:S:1:pos:R:3:lowdin_charge:R:1
C 0.533 -1.093 0.975 -0.124
N 1.070 -0.027 0.389 -0.140
C 2.109 -0.288 -0.601 -0.115
H 0.104 -0.941 1.963 0.089
H 0.928 -2.090 0.768 0.096
H 2.128 0.523 -1.329 0.083
H 3.070 -0.305 -0.082 0.088
H 1.983 -1.238 -1.136 0.087
N -2.077 1.628 0.884 0.042
O -1.798 1.611 -0.516 -0.162
C -1.101 0.475 -0.965 -0.372
O -1.532 -0.711 -0.574 -0.051
H -2.508 0.733 1.116 0.075
H -1.177 1.681 1.361 0.075
H 0.044 0.553 -0.415 0.097
H -0.969 0.588 -2.044 0.143
H -0.808 -1.099 0.204 0.091
```

Record 3
C3H10N2O2 | ωB97M-V with the def2-TZVPD basis set

Properties
**Frontier orbital gap**: 10.22 eV
**DFT total energy**: -380.31568 hartree
**SMILES**: C[C@@H](N)C(N)=O.O
**ΔE to the lowest compared entry with this formula, charge and spin**: 55.1 kJ/mol
**Total charge**: 0

Structure (XYZ):
```
17
Properties=species:S:1:pos:R:3:lowdin_charge:R:1
C -0.154 -1.199 0.960 -0.044
C -0.141 0.302 0.724 -0.361
N 0.503 1.089 1.759 0.031
C 0.519 0.611 -0.625 -0.488
N 1.084 1.822 -0.782 0.179
O 0.331 -0.131 -1.582 0.024
H 0.861 -1.569 0.864 0.085
H -0.821 -1.658 0.241 0.062
H -0.542 -1.451 1.945 0.078
H -1.110 0.733 0.580 0.145
H 1.492 0.906 1.815 0.080
H 0.077 1.327 2.633 0.074
H 1.358 2.015 -1.724 0.110
H 1.125 2.538 -0.085 0.096
O -1.842 -1.699 -2.204 -0.077
H -1.139 -1.052 -2.056 -0.020
H -1.601 -2.585 -2.464 0.026
```

Record 4
C3H10N2O2 | ωB97M-V with the def2-TZVPD basis set

Properties
**Frontier orbital gap**: 9.69 eV
**DFT total energy**: -380.22773 hartree
**SMILES**: CN(N)CC(O)O
**ΔE to the lowest compared entry with this formula, charge and spin**: 286.0 kJ/mol
**Total charge**: 0

Structure (XYZ):
```
17
Properties=species:S:1:pos:R:3:lowdin_charge:R:1
C 1.346 -0.977 0.628 -0.095
N 0.936 0.406 0.462 -0.298
N 1.348 1.137 1.609 0.014
C -0.486 0.547 0.176 -0.155
C -0.824 0.185 -1.266 -0.417
O -1.148 -1.289 -1.309 -0.072
O -2.028 0.676 -1.699 -0.040
H 0.879 -1.445 1.508 0.084
H 2.427 -0.993 0.746 0.080
H 1.040 -1.547 -0.246 0.070
H 0.730 0.966 2.409 0.077
H 1.318 2.128 1.394 0.076
H -0.760 1.600 0.295 0.126
H -1.116 -0.051 0.858 0.132
H -0.012 0.437 -1.960 0.156
H -1.085 -1.603 -2.221 0.094
H -2.566 -0.179 -1.386 0.167
```

Record 5
C3H10N2O2S | ωB97M-V with the def2-TZVPD basis set

Properties
**Frontier orbital gap**: 9.72 eV
**DFT total energy**: -778.47569 hartree
**SMILES**: NC(=O)[C@@H](N)CS.O
**ΔE to the lowest compared entry with this formula, charge and spin**: 131.1 kJ/mol
**Total charge**: 0

Structure (XYZ):
```
18
Properties=species:S:1:pos:R:3:lowdin_charge:R:1
N 1.765 0.378 0.874 0.151
C 1.089 -0.027 -0.304 -0.481
O 1.656 -0.241 -1.339 0.095
C -0.245 -0.690 0.048 -0.406
N -1.241 0.333 0.422 0.041
C -0.740 -1.619 -1.083 -0.535
S -2.251 -2.570 -0.753 0.697
H 1.198 0.865 1.545 0.073
H 2.717 0.681 0.737 0.104
H -0.092 -1.413 0.875 0.133
H -0.871 0.731 1.283 0.054
H -2.124 -0.054 0.740 0.055
H 0.051 -2.398 -1.051 0.079
H -0.677 -1.119 -2.039 0.081
H -1.807 -3.190 0.374 -0.129
O 0.929 3.401 -0.165 -0.055
H 0.308 3.951 -0.633 0.031
H 0.335 2.982 0.470 0.014
```

Record 6
C3H10N2O3 | ωB97M-V with the def2-TZVPD basis set

Properties
**Frontier orbital gap**: 10.05 eV
**DFT total energy**: -455.53002 hartree
**SMILES**: c1c[nH]cn1.O.O.O
**ΔE to the lowest compared entry with this formula, charge and spin**: 109.2 kJ/mol
**Total charge**: 0

Structure (XYZ):
```
18
Properties=species:S:1:pos:R:3:lowdin_charge:R:1
C 0.589 -0.150 1.655 -0.161
C 0.528 0.984 2.402 -0.088
N 0.635 2.033 1.470 0.058
C 0.717 1.453 0.239 -0.229
N 0.789 0.152 0.352 0.033
H 0.347 -1.140 2.040 0.112
H 0.052 1.234 3.336 0.106
H 0.984 2.957 1.677 0.149
H 0.867 1.959 -0.703 0.126
O 1.158 -2.323 -1.443 -0.077
H 1.772 -1.876 -2.056 0.056
H 0.885 -1.574 -0.899 -0.010
O -1.531 -3.426 -1.555 -0.088
H -0.567 -3.313 -1.651 -0.008
H -1.779 -2.831 -2.280 0.030
O -1.687 2.308 -0.919 -0.069
H -1.180 1.476 -1.007 0.021
H -2.579 2.077 -0.657 0.038
```